Record 1
The molecule C5H6O2, computed with ωB97M-V/def2-TZVPD.

The value obtained for the LUMO energy is 0.0226 Ha. Its HOMO energy is -0.3176 hartree. As for the gap between HOMO and LUMO: 9.257 eV.

Atoms and positions in Å:
O -0.7883 -1.4337 1.7249
C -0.3977 -0.8126 0.7644
C -1.3417 -0.4846 -0.3866
O -0.6506 -0.0867 -1.6067
C 0.3933 0.7080 -1.6358
C 0.8417 1.0660 -0.2257
C 0.9831 -0.2346 0.5854
H -1.9994 0.3422 -0.0886
H -1.9530 -1.3546 -0.6427
H 1.5755 -0.9504 -0.0063
H 0.0870 1.7341 0.2285
H 1.7818 1.6204 -0.2690
H 1.4683 -0.1136 1.5583

Atom charges from the natural (NBO) analysis, given in e for atoms 1 to 6: number 1, O, carries -0.5122; number 2, C, carries 0.5726; number 3, C, carries -0.2205; number 4, O, carries -0.4748; number 5, C, carries 0.3217; number 6, C, carries -0.5771

Record 2
A structure of composition C10H9Cl21F5NO5S, computed with ωB97M-V/def2-TZVPD.

The value obtained for the LUMO energy is -0.0233 Ha. Its HOMO energy is -0.3755 hartree. As for the gap between HOMO and LUMO: 9.584 eV.

Atoms and positions in Å:
O 3.4892 -0.6293 1.7391
C 3.1819 -1.1379 0.7282
N 2.0303 -2.0543 0.7286
S 0.9501 -1.8856 -0.5803
O 1.6078 -1.8026 -1.8398
O 0.1186 -3.1013 -0.5480
C -0.1959 -0.4093 -0.4498
F 0.1752 0.6498 -1.1815
F -1.3479 -0.8013 -0.9901
C -0.5290 0.0379 1.0112
F 0.5372 0.2164 1.7814
F -1.4226 -0.7526 1.5738
F -1.1307 1.2353 0.9050
O 3.9521 -0.8852 -0.3796
O 3.6135 0.3682 -0.8801
H 2.4087 -3.0085 0.6993
H 3.4324 0.9812 -0.1400
C -4.1688 3.4280 0.7407
Cl -5.0700 3.4728 -0.7780
Cl -3.6148 1.7891 1.0883
Cl -2.8011 4.5468 0.6833
H -4.8308 3.7407 1.5395
C -1.2818 -3.1170 -4.1428
Cl -0.1541 -3.0304 -2.7797
Cl -1.0390 -4.6035 -5.0752
Cl -2.9549 -3.0115 -3.5697
H -1.0965 -2.2742 -4.7993
C 2.9345 1.8352 -4.2116
Cl 1.8477 1.4976 -2.8585
Cl 4.4531 0.9526 -4.0341
Cl 2.1557 1.4289 -5.7424
H 3.1561 2.8961 -4.2144
C 1.3994 -0.4244 5.0803
Cl 3.0398 -0.0102 5.5920
Cl 1.3883 -1.9815 4.2518
Cl 0.3039 -0.4484 6.4639
H 1.0560 0.3344 4.3871
C 3.6339 -3.0766 7.9909
Cl 5.2738 -2.6627 8.5024
Cl 3.6175 -4.6370 7.1606
Cl 2.5388 -3.0994 9.3761
H 3.2903 -2.3157 7.2966
C 0.1528 5.0966 -6.2000
Cl -0.6457 4.0581 -7.3833
Cl -0.8795 6.4642 -5.7737
Cl 0.5911 4.1730 -4.7597
H 1.0617 5.4830 -6.6457
C -6.8966 -0.7394 0.0500
Cl -7.1961 -1.7620 1.4587
Cl -7.2084 0.9559 0.4364
Cl -5.2435 -0.9531 -0.5333
H -7.5762 -1.0393 -0.7386

Atom charges from the natural (NBO) analysis, given in e for atoms 1 to 6: number 1, O, carries -0.4634; number 2, C, carries 0.8491; number 3, N, carries -0.8854; number 4, S, carries 2.1460; number 5, O, carries -0.8714; number 6, O, carries -0.8828

Record 3
A cluster of 2 separate species, C3H7N4 in total, computed with ωB97M-V/def2-TZVPD.

The value obtained for the LUMO energy (alpha / beta) is -0.1087 / -0.2986 Ha. Its HOMO energy (alpha / beta) is -0.3815 / -0.6196 hartree. Its expectation value of S² is 2.007. As for the gap between HOMO and LUMO (alpha / beta): 7.424 / 8.735 eV. The net charge is +1. Its spin multiplicity is 3.

Atoms and positions in Å:
C 0.7602 -1.3464 -0.1641
C 0.1744 0.7072 -0.8240
C 0.5350 0.7076 0.6318
N -3.5373 0.6268 0.8958
N -2.5001 0.4939 0.5645
N 0.6013 -0.6818 -1.2563
N 0.9233 -0.6516 0.9431
H 0.8764 -2.4857 -0.1012
H -0.8647 0.7384 -1.0414
H 0.7141 1.4110 -1.5432
H 1.4678 1.2871 0.9262
H -0.3816 1.1029 1.1833
H 0.3184 -0.9520 -2.1180
H 0.9128 -0.9576 1.9034

Atom charges from the Löwdin analysis, given in e for atoms 1 to 6: number 1, C, carries -0.2599; number 2, C, carries -0.0885; number 3, C, carries -0.1370; number 4, N, carries 0.1050; number 5, N, carries 0.0445; number 6, N, carries 0.1542

Record 4
A structure of composition C2H7O2P2S, computed with ωB97M-V/def2-TZVPD.

The value obtained for the LUMO energy is 0.1269 Ha. Its HOMO energy is -0.1248 hartree. As for the gap between HOMO and LUMO: 6.850 eV. The net charge is -1.

Atoms and positions in Å:
C 0.6093 0.9718 -0.2734
C -0.7066 0.9599 -0.9882
O -0.7672 -1.6166 0.4342
O -2.9524 -0.4429 -0.9941
P -0.5289 -2.8960 1.1919
P -2.0223 0.3135 0.0498
S -1.7980 2.3811 -0.6819
H 0.5664 0.0489 0.3906
H 0.7831 1.8565 0.2523
H 1.3537 0.8183 -1.0163
H -0.6270 0.6272 -2.0798
H -1.7926 -3.3157 1.8097
H -0.0869 -2.4459 2.5300
H -2.6972 -1.3457 -1.0851

Atom charges from the natural (NBO) analysis, given in e for atoms 1 to 6: number 1, C, carries -0.6580; number 2, C, carries -0.6870; number 3, O, carries -1.2543; number 4, O, carries -1.0358; number 5, P, carries 0.6928; number 6, P, carries 1.2155

Record 5
The ion C9H14NOS with charge +1, computed with ωB97M-V/def2-TZVPD.

The value obtained for the LUMO energy is -0.1161 Ha. Its HOMO energy is -0.4655 hartree. As for the gap between HOMO and LUMO: 9.507 eV. The net charge is +1.

Atoms and positions in Å:
C 3.1995 -0.9890 0.0609
C 2.0916 -1.7296 0.1759
C 3.1040 0.3680 0.0128
C 0.8410 -1.0955 0.2028
C 1.9373 1.1194 -0.0446
C 0.7906 0.2961 -0.0202
C -1.7984 -0.0932 -2.0120
C -2.9650 -0.4596 0.1137
C -0.9120 0.8064 1.8684
N -1.7441 -0.1494 -0.5751
O 1.9029 2.4536 -0.1243
S -0.8406 1.0780 0.0871
H 4.0959 -1.5752 0.1779
H 2.2916 -2.7203 0.0578
H 4.0000 0.9579 0.1637
H -0.1370 -1.6115 0.1620
H 2.7027 2.9760 -0.2618
H -2.3899 -1.0337 -2.4767
H -2.3195 0.8784 -2.3823
H -0.8043 -0.1882 -2.5068
H -3.1964 0.2092 0.9301
H -3.9998 -0.3693 -0.4302
H -3.0794 -1.4010 0.5360
H 0.1148 0.3238 2.0306
H -1.8200 0.1508 1.9747
H -1.0654 1.7979 2.2797

Atom charges from the natural (NBO) analysis, given in e for atoms 1 to 6: number 1, C, carries -0.1558; number 2, C, carries -0.2106; number 3, C, carries -0.2561; number 4, C, carries -0.1966; number 5, C, carries 0.3224; number 6, C, carries -0.2898

Record 6
A structure of composition C23H33NO4, computed with ωB97M-V/def2-TZVPD.

The value obtained for the LUMO energy is 0.0220 Ha. Its HOMO energy is -0.3130 hartree. As for the gap between HOMO and LUMO: 9.115 eV.

Atoms and positions in Å:
C -4.4731 -3.8200 1.1154
H -4.2026 -4.7736 1.5434
O -3.0985 -3.3047 0.5651
C -3.1141 -2.2604 -0.1369
C -4.2149 -1.5713 -0.5646
C -4.0793 -0.3131 -1.0715
C -2.8444 0.0148 -1.3788
C -1.7129 -0.6839 -1.3700
C -1.9458 -1.8489 -0.6394
H -1.0303 -2.5796 -0.3299
H -0.7502 -0.2540 -1.5529
C -2.6291 1.5422 -2.3547
H -3.2775 1.4325 -3.1160
H -1.5362 1.5072 -2.7216
C -2.5407 2.6147 -1.3942
N -1.7075 2.4226 -0.0074
H -0.8992 1.5955 -0.3135
C -2.3127 2.0093 1.1894
C -1.0978 1.9693 2.1240
O -0.4201 3.0432 2.4219
H -0.2179 3.2664 1.3115
C -0.4888 0.6789 2.0920
O 0.5491 0.9312 0.9523
C 1.4238 -0.1087 0.7977
C 1.2971 -1.3034 0.7777
C 2.2838 -2.4519 0.6816
C 3.3306 -2.3366 -0.0537
C 3.5617 -0.6613 -0.4549
C 2.5682 0.1588 0.0151
C 2.9854 1.6014 -0.4024
C 4.3104 1.9011 -1.2383
H 4.4413 2.8186 -1.5253
H 5.1486 1.4755 -0.5461
H 4.2863 1.1268 -2.1563
C 2.9761 2.4240 0.8076
H 2.1183 2.6471 1.3926
H 3.2340 3.5360 0.3782
H 3.8084 2.1547 1.7157
C 1.8489 2.2175 -1.4021
H 2.0165 3.2985 -1.6696
H 0.9910 2.1564 -0.7538
H 1.6327 1.5949 -2.0469
H 4.3254 -0.6687 -0.9509
O 4.2343 -3.1739 -0.4331
C 4.0276 -4.3242 -0.1829
H 5.1499 -4.9634 -0.5483
H 4.2130 -4.6329 1.0183
H 3.3470 -4.9573 -0.4932
H 2.0310 -3.3893 0.9198
H 0.3007 -1.6818 1.6467
H -1.0353 -0.1824 1.6326
H 0.1960 0.3640 2.8027
H -1.5087 1.7947 3.0592
H -2.8143 1.0617 1.1269
H -2.8155 2.8147 1.5341
H -3.5015 2.8962 -0.6847
H -2.2394 3.4706 -1.8760
H -4.9464 0.4199 -1.2948
H -5.2147 -1.5436 -0.0800
H -5.0603 -3.9972 0.4828
H -4.9075 -3.1749 1.6403

Atom charges from the natural (NBO) analysis, given in e for atoms 1 to 6: number 1, C, carries -0.1790; number 2, H, carries 0.1960; number 3, O, carries -0.4716; number 4, C, carries 0.2527; number 5, C, carries -0.3234; number 6, C, carries -0.1778

Calculated values (kcal per mole) of energy above the lowest of the compared OMol25 structures with the same formula, charge and spin for the records, taken in order: 68.1 55.5 3.1 33.0 59.5 485.4.
Calculated values (eV/Å) of strongest force on any atom for the records, taken in order: 0.56 5.24 11.58 2.87 4.15 17.41.
Calculated values (Eh) of energy for the records, taken in order: -344.4933 -11378.6704 -337.1379 -1311.8186 -879.1640 -1251.1240.